(A)
{"formula": "C4H16NO3", "method": "ωB97M-V/def2-TZVPD", "total_charge": 1, "homo_lumo_gap_ev": 11.03, "multiplicity": 1, "elements": ["C", "C", "C", "C", "N", "H", "H", "H", "H", "H", "H", "H", "H", "H", "H", "H", "H", "O", "H", "H", "O", "H", "H", "O"], "positions_angstrom": [[0.65751, 1.04562, 1.48962], [1.45059, -0.09064, 0.81300], [0.78595, -0.60943, -0.39463], [1.18012, -0.81369, -1.63665], [-0.63016, -1.04367, -0.06968], [1.30152, 1.53416, 2.22762], [0.18656, 1.67785, 0.74085], [-0.06276, 0.70240, 2.24755], [2.48046, 0.18923, 0.60140], [1.56488, -0.90462, 1.54274], [2.13876, -0.49312, -2.01020], [0.51506, -1.28398, -2.35179], [-0.70078, -1.56578, 0.80113], [-1.01462, -1.56460, -0.84812], [-1.12957, -0.16238, 0.06843], [-3.52199, 0.40745, -1.29972], [-2.41696, 1.49807, -1.05892], [-2.68369, 0.59431, -0.86483], [2.63309, 2.55276, -1.27449], [4.01459, 1.97909, -1.53501], [3.08645, 1.72925, -1.31809], [-3.63390, -1.94469, 1.84481], [-3.26745, -0.56183, 1.45032], [-2.88203, -1.33897, 1.92559]], "nbo_charge": [-0.64, -0.48, 0.15, -0.36, -0.71, 0.26, 0.20, 0.22, 0.27, 0.23, 0.26, 0.20, 0.45, 0.44, 0.47, 0.51, 0.50, -0.99, 0.47, 0.49, -0.96, 0.48, 0.48, -0.96]}


(B)
{"formula": "C4H16NO3", "method": "ωB97M-V/def2-TZVPD", "total_charge": 1, "homo_lumo_gap_ev": 12.10, "multiplicity": 1, "elements": ["O", "C", "C", "N", "C", "C", "H", "H", "H", "H", "H", "H", "H", "H", "H", "H", "H", "H", "H", "H", "O", "H", "H", "O"], "positions_angstrom": [[1.11309, -1.52486, -1.58286], [0.71085, -1.96536, -0.32831], [0.35120, -0.72483, 0.49783], [-0.31702, 0.38969, -0.49782], [-0.24915, 1.72247, 0.12876], [-0.66181, -1.11795, 1.48332], [1.94369, -1.95764, -1.89143], [1.54416, -2.48812, 0.15661], [-0.24857, -2.56172, -0.41054], [1.17795, -0.07007, 0.86476], [0.27301, 0.38008, -1.34520], [-1.31188, -0.01100, -0.67841], [-0.06637, 2.37656, -0.71435], [0.65923, 1.93198, 0.81950], [-1.16744, 1.96638, 0.67198], [-0.41494, -2.10907, 1.89984], [-0.66974, -0.42657, 2.25424], [-1.83115, -1.22158, 1.05294], [-2.78221, -0.60982, -3.28885], [-1.57504, -1.59371, -3.29127], [-1.96919, -0.88880, -2.82190], [2.25099, 4.14338, 2.13350], [1.33798, 3.09202, 2.81687], [1.90232, 3.26854, 2.07079]], "nbo_charge": [-0.75, -0.09, -0.03, -0.55, -0.46, -0.65, 0.51, 0.21, 0.19, 0.23, 0.46, 0.47, 0.23, 0.27, 0.23, 0.25, 0.23, 0.23, 0.49, 0.49, -0.98, 0.49, 0.48, -0.96]}


Which is most stable, and by how much? (A), by 55.0 kJ/mol.


(A)
{"formula": "C4H8N3S", "method": "ωB97M-V/def2-TZVPD", "total_charge": 1, "homo_lumo_gap_ev": 6.87, "multiplicity": 1, "elements": ["C", "C", "C", "C", "N", "N", "N", "S", "H", "H", "H", "H", "H", "H", "H", "H"], "positions_angstrom": [[1.22121, 1.67291, 0.18324], [0.06155, -0.32550, 0.07323], [-2.51168, -0.33004, 0.11328], [-1.20674, -1.09379, -0.11207], [2.33107, 1.12748, 0.02304], [2.85817, 0.11308, -0.45592], [0.02119, 1.03762, 0.17135], [3.65780, -1.06598, 0.21612], [1.08034, 2.79416, 0.26589], [-2.82450, 0.46920, -0.59443], [-2.29798, 0.27523, 1.06362], [-3.44663, -0.93370, 0.29302], [-0.95000, -1.48811, -1.17266], [-1.03963, -2.07596, 0.49185], [-0.84593, 1.54163, 0.32979], [3.89176, -1.71823, -0.88937]], "nbo_charge": [0.31, 0.17, -0.65, -0.57, -0.11, -0.18, -0.63, 0.61, 0.25, 0.23, 0.19, 0.26, 0.29, 0.28, 0.42, 0.14]}


(B)
{"formula": "C4H8N3S", "method": "ωB97M-V/def2-TZVPD", "total_charge": 1, "homo_lumo_gap_ev": [6.50, 6.51], "multiplicity": 1, "elements": ["C", "C", "C", "C", "N", "N", "N", "S", "H", "H", "H", "H", "H", "H", "H", "H"], "positions_angstrom": [[-1.23658, -1.09563, -0.45964], [1.51228, 0.45099, 0.26484], [-2.03182, 0.16518, -0.77956], [-0.89539, 0.01504, 1.36478], [-0.66599, -1.08936, 0.66942], [1.82223, 1.31774, -0.66655], [2.03758, -0.72361, 0.52944], [-1.91962, 1.20443, 0.63683], [-1.20973, -1.85954, -1.18971], [-2.07672, 0.57458, -1.73430], [-3.05741, -0.36323, -0.64959], [-0.80737, 0.03078, 2.45098], [1.31787, 2.31369, -0.62987], [2.76183, 1.48485, -1.13826], [1.47294, -1.45607, 1.10466], [2.97592, -0.96984, 0.22654]], "nbo_charge": [0.25, 0.29, -0.67, 0.00, -0.47, -0.81, -0.80, 0.50, 0.23, 0.29, 0.30, 0.26, 0.42, 0.39, 0.44, 0.39]}


Which is most stable, and by how much? (B), by 233.8 kJ/mol.


(A)
{"formula": "C2H2I2NO", "method": "ωB97M-V/def2-TZVPD", "total_charge": -1, "homo_lumo_gap_ev": 5.60, "multiplicity": 1, "elements": ["C", "C", "N", "O", "I", "I", "H", "H"], "positions_angstrom": [[0.98171, -0.41846, 0.01383], [-1.06639, -0.21482, 0.41826], [-0.02473, 0.49551, 0.03635], [0.15868, 1.77806, 0.00231], [2.91461, 0.51350, -0.13887], [-3.03345, 0.54285, 0.15525], [0.94827, -1.42391, -0.51049], [-0.87871, -1.27274, 0.02336]], "nbo_charge": [-0.42, -0.38, 0.02, -0.56, -0.03, -0.04, 0.20, 0.20]}


(B)
{"formula": "C2H2I2NO", "method": "ωB97M-V/def2-TZVPD", "total_charge": -1, "homo_lumo_gap_ev": 5.07, "multiplicity": 1, "elements": ["C", "C", "N", "O", "I", "I", "H", "H"], "positions_angstrom": [[-1.55887, 0.99715, -0.35396], [-0.52731, 0.04780, 0.06456], [-0.27377, 1.43189, -0.28960], [0.64287, 2.25919, -0.32110], [-0.19564, -5.31428, -1.71017], [-0.43105, -0.20361, 2.21231], [-2.44903, 1.48280, 0.20056], [-0.19886, -0.70194, -0.67560]], "nbo_charge": [-0.12, -0.21, 0.17, -0.38, -1.00, 0.05, 0.23, 0.26]}


Which is most stable, and by how much? (B), by 63.5 kJ/mol.


(A)
{"formula": "C7H10O", "method": "ωB97M-V/def2-TZVPD", "smiles": "C=C1C[C@H]2O[C@@]2(C)C1", "homo_lumo_gap_ev": 10.30, "multiplicity": 1, "elements": ["C", "C", "C", "C", "C", "C", "C", "O", "H", "H", "H", "H", "H", "H", "H", "H", "H", "H"], "positions_angstrom": [[-0.37635, -1.27879, 0.50324], [-0.38991, -2.36316, 1.21816], [-1.22078, -0.99547, -0.76751], [0.61709, -0.13055, 0.69211], [-0.86681, 0.74066, -1.09816], [0.21654, 1.03831, -0.13860], [1.27949, 2.20783, -0.28439], [-1.15267, 1.47988, -0.04542], [0.15746, -2.36004, 2.18055], [-0.97838, -3.24928, 0.98080], [-1.01262, -1.67376, -1.62990], [-2.22375, -1.20254, -0.63542], [0.75261, 0.08792, 1.85449], [1.51495, -0.66493, 0.37151], [-0.87792, 0.88794, -2.27153], [2.15457, 1.88432, -0.85708], [1.55714, 2.55859, 0.75502], [0.84934, 3.03309, -0.82785]], "nbo_charge": [0.03, -0.42, -0.48, -0.48, 0.11, 0.19, -0.62, -0.47, 0.19, 0.20, 0.21, 0.21, 0.22, 0.24, 0.20, 0.22, 0.22, 0.22]}


(B)
{"formula": "C7H10O", "method": "ωB97M-V/def2-TZVPD", "homo_lumo_gap_ev": 10.01, "multiplicity": 1, "elements": ["C", "C", "C", "C", "C", "C", "C", "H", "H", "H", "H", "H", "H", "H", "H", "H", "H", "O"], "positions_angstrom": [[-1.04179, -0.30556, -1.69672], [-0.25715, -1.15960, -0.62674], [-0.95494, -1.32308, 0.69441], [-0.47908, -0.66353, 1.66653], [0.52427, 0.42758, 1.18361], [0.94853, 1.65277, 1.57169], [0.96957, -0.16001, -0.17761], [-1.70642, 0.51600, -1.24946], [-1.73403, -0.89538, -2.47511], [-0.32331, 0.09843, -2.48913], [0.26832, -2.07113, -0.98592], [-1.96086, -1.93524, 0.63668], [-0.93522, -0.53975, 2.53499], [1.83696, 1.83904, 0.81147], [0.79829, 2.70816, 2.39203], [1.85558, -0.89557, -0.23055], [0.78915, 1.83169, -0.53722], [1.40214, 0.87517, -1.02294]], "nbo_charge": [-0.64, -0.29, -0.11, -0.24, -0.04, -0.49, 0.07, 0.22, 0.21, 0.24, 0.22, 0.22, 0.20, 0.23, 0.26, 0.20, 0.47, -0.72]}


(C)
{"formula": "C7H10O", "method": "ωB97M-V/def2-TZVPD", "smiles": "Cc1ccccc1.O", "homo_lumo_gap_ev": 9.67, "multiplicity": 1, "elements": ["C", "C", "C", "C", "C", "C", "C", "H", "H", "H", "H", "H", "H", "H", "H", "O", "H", "H"], "positions_angstrom": [[0.81743, 0.43429, -1.11010], [1.07908, 0.22093, 0.26397], [-0.08555, -0.31170, -1.81821], [0.11870, -0.63126, 0.96834], [-1.03196, -1.14032, -1.16891], [-0.94163, -1.32706, 0.24614], [-1.98098, -2.16949, 1.03095], [1.38232, 1.09092, -1.78489], [1.89654, 0.72263, 0.79844], [-0.21176, -0.12765, -2.89329], [0.12969, -0.70541, 2.06378], [-1.77469, -1.69690, -1.75556], [-2.29979, -3.02128, 0.40691], [-2.84745, -1.50557, 1.18922], [-1.64976, -2.55506, 2.00985], [2.34422, 4.09784, 0.16356], [2.65247, 5.00915, 0.37033], [2.40318, 3.61589, 1.01942]], "nbo_charge": [-0.23, -0.20, -0.21, -0.22, -0.22, -0.01, -0.64, 0.22, 0.22, 0.21, 0.21, 0.21, 0.22, 0.22, 0.22, -0.94, 0.47, 0.47]}


(D)
{"formula": "C7H10O", "method": "ωB97M-V/def2-TZVPD", "homo_lumo_gap_ev": [7.72, 7.73], "multiplicity": 1, "elements": ["C", "C", "C", "C", "C", "C", "C", "O", "H", "H", "H", "H", "H", "H", "H", "H", "H", "H"], "positions_angstrom": [[0.29953, 0.68858, -0.84404], [-0.69496, -0.25329, 0.86478], [0.09901, -0.39812, -1.82044], [-2.06812, 0.37284, 0.71641], [0.82970, 0.66839, 0.53925], [1.99589, -0.22420, 0.66952], [3.00581, -0.86661, 0.78701], [0.72426, 1.76458, 1.18997], [0.14327, 1.70545, -1.20296], [-0.48230, -0.36495, 1.92710], [-0.62686, -1.26992, 0.48052], [0.64664, -0.16753, -2.73676], [-0.97055, -0.48035, -2.06044], [0.41233, -1.37631, -1.46022], [-2.02209, 1.42269, 1.00173], [-2.45402, 0.27924, -0.30029], [-2.77802, -0.14266, 1.36625], [3.94047, -1.35782, 0.88260]], "nbo_charge": [0.11, -0.32, -0.70, -0.63, 0.23, -0.06, -0.20, -0.71, 0.23, 0.25, 0.20, 0.25, 0.23, 0.23, 0.24, 0.20, 0.22, 0.24]}


Which is most stable, and by how much? (C), by 262.9 kJ/mol.